DFT (ωB97M-V/def2-TZVPD) results for a structure of composition C60H48GeNO4S3TcTe in a non-equilibrium geometry.

Calculated values
max |F| = 0.087 Eh/bohr
HOMO = -0.2622 Eh
energy above the lowest of the compared OMol25 structures with the same formula, charge and spin = 8.8 kcal per mole
E_LUMO = 0.10 eV

```
119
Properties=species:S:1:pos:R:3:lowdin_charge:R:1
Tc -2.069 0.488 0.562 0.83
C 2.858 -5.439 6.552 -0.05
C 2.522 -4.735 5.255 -0.27
C 3.386 -4.667 4.169 -0.03
C 3.062 -3.866 3.056 -0.05
C 1.820 -3.230 3.031 -0.34
C 0.938 -3.318 4.059 -0.07
C 1.280 -4.099 5.165 -0.03
S 1.219 -2.501 1.447 1.04
O -0.173 -2.043 1.653 -0.55
C 2.313 -1.058 1.467 -0.32
C 1.991 -0.057 2.355 -0.08
C 2.702 1.089 2.402 -0.02
C 3.744 1.289 1.467 -0.14
C 4.530 2.521 1.474 -0.02
C 5.510 2.718 0.565 -0.09
C 5.830 1.696 -0.345 -0.08
C 5.160 0.518 -0.352 -0.02
C 4.087 0.257 0.582 -0.12
C 3.364 -0.964 0.632 -0.17
C 3.728 -2.036 -0.319 -0.15
C 4.915 -2.806 -0.057 -0.11
C 5.805 -2.450 1.028 -0.02
C 6.980 -3.142 1.235 -0.07
C 7.346 -4.237 0.387 -0.07
C 6.482 -4.570 -0.628 -0.04
C 5.223 -3.948 -0.806 -0.17
C 4.368 -4.274 -1.865 -0.02
C 3.249 -3.541 -2.166 -0.03
C 2.918 -2.369 -1.401 -0.29
S 1.432 -1.485 -1.877 0.97
O 0.599 -2.418 -2.671 -0.50
C 2.237 -0.333 -3.062 -0.33
C 2.404 -0.643 -4.393 -0.08
C 3.163 0.148 -5.198 -0.05
C 3.774 1.289 -4.657 -0.27
C 4.735 2.061 -5.573 -0.06
C 3.468 1.712 -3.377 -0.03
C 2.686 0.879 -2.557 -0.11
H 3.221 -4.730 7.307 0.09
H 3.566 -6.230 6.485 0.06
H 1.949 -6.016 6.860 0.09
H 4.397 -5.106 4.168 0.12
H 3.818 -3.717 2.311 0.09
H -0.019 -2.844 4.024 0.10
H 0.639 -4.118 6.002 0.10
H 1.153 -0.305 3.037 0.13
H 2.439 1.907 3.114 0.13
H 4.321 3.274 2.239 0.11
H 6.057 3.629 0.606 0.10
H 6.617 1.861 -1.106 0.12
H 5.390 -0.176 -1.125 0.11
H 5.561 -1.588 1.616 0.11
H 7.678 -2.909 2.062 0.11
H 8.292 -4.816 0.502 0.12
H 6.632 -5.437 -1.254 0.11
H 4.560 -5.109 -2.499 0.11
H 2.543 -3.764 -2.973 0.11
H 2.014 -1.584 -4.795 0.12
H 3.363 -0.166 -6.252 0.13
H 5.741 1.647 -5.518 0.07
H 4.857 3.122 -5.176 0.09
H 4.385 2.030 -6.630 0.08
H 3.881 2.664 -2.982 0.12
H 2.413 1.175 -1.549 0.03
S 0.044 1.479 -0.451 0.62
C -0.237 2.623 0.884 -0.68
C 0.346 3.837 1.186 -0.09
C -0.203 4.603 2.206 -0.08
C -1.277 4.157 2.906 -0.08
C -1.932 2.996 2.506 -0.13
N -1.407 2.255 1.544 -0.15
H 1.131 4.188 0.544 0.10
H 0.229 5.568 2.394 0.11
H -1.809 4.739 3.675 0.11
H -2.883 2.682 2.913 0.11
Te -3.198 -0.829 2.474 0.87
C -2.190 -3.623 -0.722 0.03
C -2.412 -2.412 0.104 -0.72
O -3.006 -2.541 1.237 -0.44
O -2.086 -1.332 -0.426 -0.20
H -1.166 -3.605 -1.127 0.08
H -2.919 -3.574 -1.543 0.10
H -2.413 -4.532 -0.103 0.11
C -3.282 1.082 -0.274 -0.48
Ge -4.931 1.958 -0.857 0.92
C -6.222 0.609 -1.227 -0.30
C -5.701 -0.638 -1.480 -0.10
C -6.559 -1.746 -1.484 -0.05
C -7.960 -1.546 -1.375 -0.08
C -8.484 -0.262 -1.253 -0.08
C -7.602 0.812 -1.158 -0.10
C -4.597 3.162 -2.346 -0.27
C -5.643 3.813 -3.021 -0.11
C -5.368 4.621 -4.142 -0.10
C -4.084 4.760 -4.649 -0.10
C -3.061 4.072 -4.011 -0.09
C -3.304 3.271 -2.901 -0.09
C -5.596 2.732 0.747 -0.29
C -6.355 1.897 1.616 -0.10
C -7.194 2.467 2.573 -0.07
C -7.265 3.856 2.708 -0.11
C -6.562 4.670 1.886 -0.11
C -5.737 4.117 0.895 -0.10
H -4.646 -0.725 -1.532 0.07
H -6.268 -2.746 -1.652 0.08
H -8.534 -2.439 -1.417 0.09
H -9.567 -0.138 -1.177 0.10
H -7.923 1.826 -1.008 0.10
H -6.678 3.705 -2.680 0.10
H -6.225 5.177 -4.684 0.13
H -3.938 5.367 -5.500 0.09
H -2.048 4.190 -4.398 0.11
H -2.501 2.722 -2.449 0.07
H -6.310 0.832 1.458 0.09
H -7.773 1.838 3.225 0.10
H -7.975 4.313 3.444 0.12
H -6.575 5.770 1.992 0.11
H -5.194 4.791 0.217 0.10
```